# 1
# C49H105Br2N2O19PS

A cluster of 17 separate species, C49H105Br2N2O19PS in total at a distorted geometry (the ωB97M-V functional and the def2-TZVPD basis, OMol25).

Structure (XYZ):
```
179
Properties=species:S:1:pos:R:3:mulliken_charge:R:1
C -4.35 0.21 2.48 -0.776
C -4.36 -0.19 1.34 -0.067
C -4.01 -0.52 -0.08 -0.292
C -3.82 -2.03 -0.36 -0.035
C -2.53 -2.68 0.27 -0.685
C -1.55 -1.62 0.78 -0.122
N -0.91 -0.95 -0.16 0.216
C -0.05 0.02 0.29 0.687
C 0.64 0.82 -0.69 -1.238
O 0.42 0.64 -2.04 0.445
C 0.90 -0.61 -2.55 -0.665
C 0.48 -0.73 -4.06 -0.163
C 1.49 -0.01 -4.99 -1.766
C -1.01 -0.36 -4.33 1.064
C -1.99 -0.90 -3.25 -1.193
C -1.29 1.15 -4.57 -1.498
C 1.55 1.81 -0.31 1.223
P 2.42 2.75 -1.66 -0.371
O 2.91 1.69 -2.84 -0.242
O 3.85 3.35 -1.06 -0.050
C 1.74 2.03 1.12 0.601
C 2.70 3.10 1.58 -1.663
Br 4.31 2.51 2.53 -0.074
C 2.52 4.40 1.36 0.436
C 1.31 4.94 0.61 -1.260
Br 3.80 5.72 2.00 -0.163
C 1.05 1.29 2.07 1.000
C 1.21 1.57 3.57 -1.301
C -0.14 2.08 4.19 -1.193
C -0.91 3.08 3.32 0.236
C -1.78 2.73 2.27 1.155
C -2.48 3.68 1.52 -1.426
C -2.35 5.05 1.78 -0.927
C -1.49 5.42 2.84 -0.502
C -0.78 4.47 3.58 -0.186
C 0.14 0.23 1.67 -0.273
N -0.50 -0.45 2.68 -0.041
C -1.34 -1.34 2.19 0.176
C -2.14 -2.13 3.24 -0.532
C -1.24 -3.04 4.13 -1.033
C -0.07 -3.73 3.40 -0.594
S -0.61 -5.20 2.42 -0.257
H -4.19 0.47 3.52 0.711
H -4.90 -0.21 -0.67 0.619
H -3.19 0.11 -0.46 -0.073
H -3.73 -2.12 -1.46 -0.370
H -4.74 -2.58 -0.09 0.700
H -1.99 -3.18 -0.55 0.538
H -2.73 -3.46 1.02 -0.189
H 0.52 -1.49 -2.01 0.221
H 2.01 -0.66 -2.55 0.524
H 0.57 -1.82 -4.28 0.455
H 1.34 -0.27 -6.05 0.407
H 1.44 1.07 -4.82 0.299
H 2.50 -0.37 -4.72 0.443
H -1.29 -0.88 -5.26 0.515
H -2.98 -0.95 -3.75 0.520
H -2.13 -0.20 -2.42 -0.310
H -1.76 -1.92 -2.93 0.286
H -1.32 1.65 -3.59 0.020
H -0.54 1.66 -5.19 0.434
H -2.29 1.30 -5.01 0.324
H 3.56 1.06 -2.48 0.253
H 4.49 2.65 -0.85 0.254
H 1.48 4.90 -0.48 0.396
H 1.20 6.02 0.85 0.484
H 0.37 4.44 0.88 0.203
H 1.98 2.32 3.77 0.373
H 1.47 0.62 4.08 0.426
H -0.84 1.26 4.42 0.185
H 0.08 2.59 5.14 0.722
H -1.97 1.68 2.03 0.216
H -3.14 3.38 0.70 0.717
H -2.91 5.80 1.21 0.440
H -1.39 6.49 3.08 0.274
H -0.12 4.76 4.40 0.269
H -3.02 -2.63 2.82 0.374
H -2.54 -1.34 3.92 0.223
H -0.86 -2.51 5.02 0.433
H -1.89 -3.84 4.52 0.247
H 0.56 -3.06 2.80 0.323
H 0.58 -4.16 4.18 0.500
H -1.96 -5.06 2.40 0.087
C -6.82 2.88 2.72 -0.456
O -6.08 4.00 2.24 -0.569
H -7.86 3.18 2.84 0.324
H -6.77 2.06 2.00 0.137
H -6.43 2.56 3.69 0.207
H -5.17 3.72 2.14 0.383
C 7.59 4.01 -1.34 -0.282
O 7.01 4.47 -2.57 -0.590
H 8.66 3.96 -1.46 0.043
H 7.34 4.71 -0.54 0.295
H 7.21 3.01 -1.10 0.162
H 6.05 4.50 -2.44 0.332
C 4.17 4.60 6.25 -0.358
O 4.77 3.67 5.36 -0.499
H 4.23 4.19 7.26 0.320
H 4.69 5.55 6.21 0.249
H 3.12 4.74 5.98 -0.011
H 4.71 4.03 4.46 0.213
C -7.46 -2.13 2.52 -0.481
O -7.01 -1.29 3.57 -0.597
H -8.40 -2.58 2.83 0.295
H -7.62 -1.54 1.61 0.219
H -6.73 -2.92 2.33 0.177
H -6.17 -0.89 3.28 0.229
C 11.12 2.65 -2.02 -0.430
O 11.55 3.47 -0.94 -0.528
H 10.15 2.22 -1.77 0.055
H 11.02 3.26 -2.93 0.287
H 11.83 1.84 -2.19 0.333
H 12.40 3.84 -1.17 0.302
C -5.91 -2.96 -3.58 -0.687
O -5.43 -1.64 -3.37 -0.340
H -5.08 -3.65 -3.48 0.245
H -6.68 -3.21 -2.84 0.303
H -6.33 -3.05 -4.59 0.305
H -6.17 -1.04 -3.46 0.230
C 7.16 0.65 -3.84 -0.110
O 7.65 1.82 -4.47 -0.507
H 7.49 -0.22 -4.41 0.098
H 7.54 0.58 -2.82 0.217
H 6.06 0.67 -3.83 0.015
H 7.35 2.58 -3.95 0.322
C 9.66 -2.31 -6.38 -0.513
O 8.27 -2.32 -6.08 -0.499
H 10.10 -3.22 -6.00 0.222
H 9.81 -2.26 -7.46 0.247
H 10.14 -1.45 -5.91 0.245
H 7.89 -1.50 -6.42 0.288
C 1.14 7.19 5.45 -0.752
O 1.83 6.22 4.67 -0.111
H 1.21 6.90 6.50 0.266
H 1.60 8.17 5.32 0.301
H 0.09 7.23 5.16 0.266
H 1.76 6.49 3.74 0.103
C -4.11 3.40 -6.84 -0.492
O -2.72 3.20 -6.59 -0.433
H -4.67 2.63 -6.31 0.213
H -4.41 4.39 -6.47 0.274
H -4.31 3.33 -7.91 0.192
H -2.24 3.88 -7.06 0.257
C -3.21 -1.55 -7.93 -0.593
O -2.36 -2.17 -6.97 -0.452
H -2.59 -0.97 -8.61 0.229
H -3.76 -2.30 -8.50 0.314
H -3.92 -0.88 -7.43 0.229
H -2.92 -2.67 -6.37 0.261
C 1.18 -8.98 2.45 -0.318
O 1.70 -7.66 2.62 -0.518
H 2.00 -9.69 2.54 0.245
H 0.44 -9.19 3.22 0.072
H 0.73 -9.08 1.46 0.213
H 0.96 -7.06 2.54 0.247
C -2.88 -6.67 5.82 -0.473
O -3.45 -5.43 5.40 -0.469
H -2.13 -6.97 5.10 0.136
H -2.41 -6.54 6.80 0.288
H -3.66 -7.44 5.88 0.290
H -4.12 -5.18 6.05 0.248
C -3.00 4.28 -10.37 -0.547
O -4.35 4.25 -9.93 -0.493
H -2.49 3.40 -9.99 0.221
H -2.95 4.27 -11.46 0.292
H -2.50 5.18 -9.99 0.262
H -4.79 5.03 -10.28 0.283
C -1.34 -10.94 4.96 -0.615
O -1.45 -9.71 4.23 -0.450
H -0.58 -10.82 5.72 0.232
H -2.30 -11.18 5.43 0.273
H -1.05 -11.75 4.28 0.277
H -2.13 -9.84 3.56 0.265
C 0.03 -4.75 8.08 -0.370
O -1.30 -4.81 8.57 -0.501
H 0.57 -5.62 8.44 0.263
H 0.04 -4.74 6.99 0.028
H 0.53 -3.84 8.45 0.296
H -1.76 -4.03 8.25 0.287
```

Summary:
- Max |F|: 2.346 eV/Å
- E_tot: -9356.337021 Ha
- Gap between HOMO and LUMO: 7.8 eV
- E_HOMO: -8.4 eV

# 2
# C4H25N2O7S

A cluster of 8 separate species, C4H25N2O7S in total at a distorted geometry (the ωB97M-V functional and the def2-TZVPD basis, OMol25).

Structure (XYZ):
```
39
Properties=species:S:1:pos:R:3:nbo_charge:R:1
C -2.37 0.63 1.45 -0.221
N -1.26 0.33 2.42 -0.661
C -0.77 -1.03 2.32 -0.050
N 0.55 -1.17 1.63 -0.903
C -2.02 0.71 -0.03 -0.461
C -2.23 -0.62 -0.80 -0.515
S -1.51 -0.58 -2.48 -0.728
H -3.11 -0.11 1.76 0.191
H -2.66 1.66 1.74 0.169
H -0.52 1.00 2.21 0.376
H -1.45 -1.73 1.83 0.171
H -0.61 -1.46 3.31 0.158
H 0.97 -0.24 1.63 0.378
H 0.38 -1.31 0.63 0.383
H -0.99 1.01 -0.21 0.220
H -2.72 1.42 -0.50 0.207
H -1.73 -1.34 -0.14 0.149
H -3.25 -0.91 -1.05 0.201
H 1.58 1.69 -1.21 0.503
H 2.39 0.56 -0.56 0.507
O 2.13 1.49 -0.41 -1.055
H 2.06 -2.32 1.26 0.504
H 1.69 -3.36 0.21 0.507
O 2.46 -3.01 0.69 -0.989
H 2.96 -1.83 -0.28 0.502
H 4.05 -0.70 -0.36 0.461
O 3.23 -0.99 -0.76 -0.995
H 1.71 2.04 1.18 0.514
H 1.94 2.68 2.56 0.464
O 1.39 2.03 2.11 -1.007
H -0.03 2.56 -2.43 0.488
H 0.39 1.11 -2.72 0.518
O 0.74 2.01 -2.57 -0.979
H -0.09 -2.50 -1.75 0.523
H -0.60 -3.24 -0.54 0.468
O 0.22 -2.95 -0.94 -1.003
H -1.33 3.03 0.87 0.467
H -0.18 3.58 0.16 0.469
O -1.14 3.52 0.06 -0.934
```

Summary:
- Net charge: -1
- Max |F|: 2.346 eV/Å
- E_tot: -1201.848263 Ha
- Gap between HOMO and LUMO: 6.5 eV
- E_HOMO: -3.6 eV
- Energy above the lowest of the compared OMol25 structures with the same formula, charge and spin: 0.0 kJ/mol

# 3
# CClNO3P

The ion CClNO3P with charge -1 at a distorted geometry (the ωB97M-V functional and the def2-TZVPD basis, OMol25).

Structure (XYZ):
```
7
Properties=species:S:1:pos:R:3:lowdin_spin:R:1
C -0.67 -1.43 0.68 0.494
N -0.32 -0.49 0.05 0.324
O 0.24 2.31 0.65 0.094
O -0.34 1.03 -1.58 0.683
O -1.21 -2.49 0.89 0.302
P 0.20 1.00 -0.14 0.072
Cl 2.10 0.07 -0.55 0.032
```

Summary:
- Net charge: -1
- Spin multiplicity: 3
- Max |F|: 9.161 eV/Å
- E_tot: -1120.124013 Ha
- Gap between HOMO and LUMO (alpha / beta): 4.6 / 6.6 eV
- <S²>: 2.0085
- E_HOMO (alpha / beta): -0.9 / -6.1 eV

# 4
# C5H15N2

The ion C5H15N2 with charge +1 at a distorted geometry (the ωB97M-V functional and the def2-TZVPD basis, OMol25).

Structure (XYZ):
```
22
Properties=species:S:1:pos:R:3:nbo_charge:R:1
C -1.56 -0.48 -2.42 -0.624
C -0.94 -0.44 -0.99 -0.068
C -0.28 0.92 -0.68 -0.434
C -0.14 1.19 0.83 -0.193
C 2.10 0.09 2.07 -0.415
N 0.62 0.05 1.60 -0.559
N 0.02 -1.46 -0.56 -0.884
H -1.71 0.61 -2.64 0.218
H -2.51 -1.02 -2.36 0.223
H -1.04 -0.92 -3.28 0.230
H -1.89 -0.66 -0.49 0.215
H -1.03 1.68 -1.00 0.249
H 0.73 1.06 -1.06 0.229
H 0.42 2.09 1.09 0.223
H -1.09 1.30 1.39 0.220
H 2.74 -0.79 2.19 0.260
H 2.53 0.74 1.30 0.221
H 2.01 0.59 3.01 0.219
H 0.14 0.22 2.48 0.422
H 0.37 -0.82 1.09 0.468
H 0.76 -1.54 -1.25 0.382
H -0.25 -2.42 -0.34 0.400
```

Summary:
- Net charge: +1
- Max |F|: 2.896 eV/Å
- E_tot: -308.733475 Ha
- Gap between HOMO and LUMO: 10.8 eV
- E_HOMO: -13.6 eV
- SMILES: C[NH2+]CC[C@@H](C)N
- Energy above the lowest of the compared OMol25 structures with the same formula, charge and spin: 155.4 kJ/mol

# 5
# C6H4O

An isolated molecule of C6H4O at a distorted geometry (the ωB97M-V functional and the def2-TZVPD basis, OMol25).

Structure (XYZ):
```
11
Properties=species:S:1:pos:R:3:nbo_charge:R:1
C 0.00 -0.74 -1.21 0.417
C 0.16 -0.07 0.05 -0.455
C -0.76 -0.12 1.22 -0.035
C -1.53 -0.54 2.13 -0.220
C 0.72 1.40 -0.21 -0.037
C 1.80 2.25 -0.44 -0.213
H 0.83 -0.28 -1.71 0.148
H 0.90 -0.55 0.64 0.314
H -1.77 -0.61 3.39 0.291
H 2.47 3.12 -0.33 0.260
O -0.60 -1.85 -1.40 -0.470
```

Summary:
- Max |F|: 10.451 eV/Å
- E_tot: -305.957808 Ha
- Gap between HOMO and LUMO: 10.0 eV
- E_HOMO: -10.0 eV
- SMILES: C#CC(C#C)C=O
- Energy above the lowest of the compared OMol25 structures with the same formula, charge and spin: 666.2 kJ/mol

# 6
# C8H8F12N2O13S4Zr

A structure of composition C8H8F12N2O13S4Zr at a distorted geometry (the ωB97M-V functional and the def2-TZVPD basis, OMol25).

Structure (XYZ):
```
48
Properties=species:S:1:pos:R:3:nbo_charge:R:1
Zr -28.28 23.80 -5.74 2.509
C -26.59 24.26 -2.05 0.767
F -26.09 24.75 -0.92 -0.296
F -25.78 23.27 -2.40 -0.295
F -27.83 23.89 -1.81 -0.304
S -26.54 25.64 -3.38 2.155
O -27.83 26.23 -3.39 -0.923
O -25.42 26.48 -3.05 -0.819
N -26.52 24.64 -4.89 -1.284
S -25.06 24.96 -5.61 2.169
O -25.09 24.27 -6.88 -0.882
O -24.71 26.35 -5.72 -0.874
C -23.68 24.08 -4.64 0.768
F -23.47 24.59 -3.45 -0.291
F -23.93 22.77 -4.55 -0.316
F -22.59 24.15 -5.41 -0.294
C -30.75 20.41 -5.47 0.780
F -31.42 19.30 -5.76 -0.302
F -31.51 21.11 -4.65 -0.298
F -29.61 20.03 -4.94 -0.293
S -30.37 21.37 -7.11 2.125
O -29.08 20.89 -7.53 -0.873
O -31.48 21.08 -7.97 -0.839
N -30.10 23.07 -6.48 -1.292
S -31.59 23.77 -6.66 2.179
O -32.70 22.95 -6.29 -0.875
O -31.46 25.02 -5.96 -0.907
C -31.70 24.17 -8.54 0.774
F -31.36 25.42 -8.76 -0.292
F -30.90 23.36 -9.22 -0.302
F -32.93 23.94 -8.96 -0.291
C -26.15 20.20 -5.21 -0.727
C -26.96 21.43 -5.47 0.850
O -27.79 21.90 -4.65 -0.800
O -26.89 22.15 -6.49 -0.700
H -25.94 19.63 -6.11 0.258
H -26.56 19.51 -4.48 0.246
H -25.21 20.57 -4.77 0.259
C -28.21 26.91 -8.63 -0.720
C -28.23 25.81 -7.61 0.830
O -28.67 25.91 -6.43 -0.758
O -28.03 24.59 -7.90 -0.731
H -28.39 26.40 -9.58 0.252
H -27.23 27.39 -8.61 0.259
H -28.94 27.68 -8.40 0.250
O -29.43 24.28 -3.95 -0.953
H -29.68 23.62 -3.29 0.536
H -29.55 25.14 -3.51 0.564
```

Summary:
- Max |F|: 5.629 eV/Å
- E_tot: -4235.570158 Ha
- Gap between HOMO and LUMO: 9.4 eV
- E_HOMO: -11.1 eV
- Energy above the lowest of the compared OMol25 structures with the same formula, charge and spin: 0.0 kJ/mol